7
Properties=species:S:1:pos:R:3 method="wB97M-V/def2-TZVPD" gap_ev="5.5930 / 5.8810" mol_weight_da=91.01
N -0.76016 0.03628 -0.26950
N -2.09405 0.51183 -0.09505
P 0.13136 -1.23409 -0.07291
O 3.07919 -0.19617 -0.31584
N -0.99171 1.27414 -0.50044
H -2.41310 0.54432 0.99748
H 3.04847 -0.93631 0.25628


9
Properties=species:S:1:pos:R:3 method="wB97M-V/def2-TZVPD" gap_ev="6.0323 / 6.2746" total_charge=+1 spin_multiplicity=3 mol_weight_da=172.31
S 2.75439 -0.24279 -0.41014
S -1.48500 -1.89716 -0.14316
S 0.96040 -0.27324 -0.99711
H -0.77874 2.31905 0.16166
S -2.25020 0.87770 -0.58007
H 0.67368 -2.23513 0.30655
N -0.82539 1.34835 -0.20621
N -2.39478 -0.67905 -0.39785
N 0.10841 -1.39038 -0.04687


8
Properties=species:S:1:pos:R:3 method="wB97M-V/def2-TZVPD" gap_ev="7.8853 / 7.9904" mol_weight_da=90.04 smiles="O=N/N=N/NO"
H 1.18493 1.85579 -0.16580
N -0.80958 -0.40996 -0.24834
O -2.99334 -0.43401 -0.33172
N 0.35304 -1.00493 -0.01206
N 1.44204 -0.12163 -0.14896
O 0.62432 1.15672 0.02589
N -1.89559 -0.63535 0.09061
H 2.09418 -0.40663 0.79039


7
Properties=species:S:1:pos:R:3 method="wB97M-V/def2-TZVPD" gap_ev="7.3189 / 7.3184" total_charge=-1 mol_weight_da=96.09
O 1.06664 1.58137 -0.88824
O 0.47718 -2.16984 0.99151
O -1.25068 -0.57792 1.28395
H 0.14277 0.13972 -1.55146
H -0.80451 1.21316 -0.36091
N 0.10873 0.54592 -0.59961
S 0.25987 -0.73242 1.12475


8
Properties=species:S:1:pos:R:3 method="wB97M-V/def2-TZVPD" gap_ev=9.7630 mol_weight_da=110.99
O -0.35764 1.39505 0.78469
O 0.75259 0.64153 -1.76708
O -0.70208 -0.92151 -1.24292
H -0.84801 -1.53196 0.44539
H 0.25612 2.21940 0.83175
O -0.15077 -1.36943 1.23226
P 0.82583 -0.31579 0.69664
N 0.22396 -0.11730 -0.98074


10
Properties=species:S:1:pos:R:3 method="wB97M-V/def2-TZVPD" gap_ev=9.3662 total_charge=-1 mol_weight_da=157.97
H -0.11447 -0.72279 1.54466
O 1.46534 0.17871 -2.02538
O -0.50190 0.90706 -0.59435
O -2.07305 -0.94065 -1.27286
P -1.54011 -0.38636 -0.03405
O -2.51469 0.03209 0.99377
P 0.99812 0.46535 -0.64124
H 2.82206 0.87195 0.65335
N 1.76737 0.73810 0.69421
O -0.30867 -1.14346 0.68188


6
Properties=species:S:1:pos:R:3 method="wB97M-V/def2-TZVPD" gap_ev=7.6750 total_charge=-1 mol_weight_da=96.16 smiles="N=[S@@H]([O-])=S"
O 1.11669 2.18390 -0.24223
N -0.22905 0.27898 0.98633
S 2.52197 -0.58054 0.19711
H -0.25124 -0.75305 1.01842
H 0.41728 0.40515 -1.41011
S 0.85717 0.75861 0.01766


3
Properties=species:S:1:pos:R:3 method="wB97M-V/def2-TZVPD" gap_ev=12.4329 mol_weight_da=18.02 smiles=O
H 0.28608 -0.16813 -0.81252
H 0.05053 0.16083 0.89423
O -0.33661 0.00730 -0.08171


8
Properties=species:S:1:pos:R:3 method="wB97M-V/def2-TZVPD" gap_ev=7.2445 total_charge=-2 mol_weight_da=127.96 smiles="O=[P@H]([O-])[P@H](=O)[O-]"
O 1.87474 1.05131 1.27280
P 1.10216 -0.02187 0.08099
H -1.04720 -1.13762 -0.48886
O -1.79821 0.33254 1.17922
P -1.10367 0.18484 -0.15701
O 1.76404 -0.10543 -1.24363
H 0.80882 -1.35359 0.58374
O -1.60067 1.04982 -1.22725


7
Properties=species:S:1:pos:R:3 method="wB97M-V/def2-TZVPD" gap_ev=9.2499 mol_weight_da=98.08
H 1.30669 1.50291 -0.34871
O 1.23947 0.87426 0.34780
O -2.56987 -1.38372 0.53434
O -1.90685 0.78459 -0.50156
O 1.88439 -0.23925 -0.25569
H 1.55149 -1.03583 0.20049
S -1.50533 -0.50295 0.02334


7
Properties=species:S:1:pos:R:3 method="wB97M-V/def2-TZVPD" gap_ev="8.6217 / 6.3923" spin_multiplicity=3 mol_weight_da=98.08
H -0.38398 -0.40672 1.19124
O -2.21840 -0.80105 0.97485
O -0.09415 0.09365 -0.73800
O -3.05476 1.19720 -0.16833
O 0.44668 -0.17945 0.52144
S -2.64832 -0.13747 -0.22089
H -0.03382 1.10038 -0.99794


9
Properties=species:S:1:pos:R:3 method="wB97M-V/def2-TZVPD" gap_ev=6.4705 total_charge=-2 mol_weight_da=143.96 smiles="O=P([O-])([O-])P(O)O"
H 0.70856 1.50446 -0.27430
O -0.99756 -1.30526 -0.94633
H 0.65659 -1.40633 -0.29027
O -2.25244 -0.05229 0.83352
O -0.84564 1.30410 -0.83356
P 0.93223 0.00863 1.10612
O 1.42396 -1.34364 0.19758
P -1.12073 -0.04128 -0.12702
O 1.49503 1.33161 0.33426